1.
ORCA calculation (the ωB97M-V functional and the def2-TZVPD basis) on a cluster of 2 separate species, C4H15N2O2 in total in a non-equilibrium geometry.

CARTESIAN COORDINATES (ANGSTROEM)
N 0.115 0.022 -1.190
C -0.186 0.044 0.285
C 0.813 -0.919 0.922
C 0.852 -0.720 2.422
O 1.199 0.525 2.884
C -1.638 -0.580 0.451
N -2.510 0.380 -0.296
H -0.887 0.271 -1.685
H 0.682 0.801 -1.439
H 0.640 -0.799 -1.570
H -0.359 1.040 0.618
H 0.566 -2.029 0.772
H 1.808 -0.897 0.526
H -0.220 -0.815 2.781
H 1.599 -1.534 2.740
H 2.047 0.852 2.772
H -1.866 -1.045 1.446
H -1.782 -1.524 -0.273
H -2.919 1.036 0.431
H -3.236 -0.192 -0.825
H 1.266 2.578 -3.582
H 2.211 1.768 -4.530
O 1.805 1.739 -3.661

## Properties
net charge = +1
max |F| = 4.3 eV/A
HOMO = -13.79 eV
HOMO-LUMO gap = 10.7772 eV

Here are the Mulliken charges for atoms 1 to 8, given in e: -0.27, 0.18, -1.06, -0.48, -0.49, -0.82, -0.56, 0.47

=====

2.
ORCA calculation (the ωB97M-V functional and the def2-TZVPD basis) on a cluster of 2 separate species, C4H15N2O2 in total in a non-equilibrium geometry.

CARTESIAN COORDINATES (ANGSTROEM)
C 0.024 -0.357 1.624
O -0.133 0.896 2.265
C -0.427 -0.317 0.184
C 0.091 -1.492 -0.615
C -0.727 -1.747 -1.897
N -1.349 -0.505 -2.403
N -0.002 0.935 -0.480
H 1.087 -0.612 1.669
H -0.417 -1.182 2.187
H -1.031 0.945 2.616
H -1.516 -0.299 0.224
H 1.094 -1.204 -0.967
H 0.273 -2.391 -0.033
H -0.209 -2.242 -2.707
H -1.482 -2.469 -1.561
H -1.058 -0.348 -3.358
H -2.359 -0.568 -2.399
H -0.560 0.972 -1.341
H 1.007 0.865 -0.653
H -0.015 1.730 0.147
H 1.772 2.708 1.399
H 2.410 1.334 1.766
O 2.219 1.935 1.048

## Properties
net charge = +1
max |F| = 2.1 eV/A
HOMO = -14.11 eV
HOMO-LUMO gap = 11.3356 eV

Here are the Mulliken charges for atoms 1 to 8, given in e: -1.22, -0.48, 0.33, -0.92, -0.64, -0.60, -0.13, 0.33

=====

3.
ORCA calculation (the ωB97M-V functional and the def2-TZVPD basis) on a cluster of 2 separate species, C4H15N2OS in total in a non-equilibrium geometry.

CARTESIAN COORDINATES (ANGSTROEM)
N 1.559 0.123 0.103
C 0.506 1.173 0.019
C -0.229 1.041 -1.357
S 0.898 0.872 -2.778
C -0.458 1.001 1.176
N -0.952 -0.374 1.257
C -2.381 -0.581 0.817
H 1.772 -0.298 -0.803
H 1.176 -0.680 0.629
H 2.447 0.369 0.531
H 1.080 2.104 0.087
H -0.768 0.091 -1.253
H -1.061 1.731 -1.414
H 0.576 2.094 -3.174
H 0.034 1.221 2.134
H -1.274 1.733 1.180
H -0.888 -0.706 2.206
H -2.340 -0.862 -0.228
H -2.896 0.364 1.021
H -2.867 -1.321 1.447
H 2.169 -2.977 -1.330
H 1.697 -3.354 0.128
O 2.201 -2.763 -0.397

## Properties
net charge = +1
max |F| = 2.3 eV/A
HOMO = -13.17 eV
HOMO-LUMO gap = 10.2432 eV

Here are the Mulliken charges for atoms 1 to 8, given in e: -0.19, 0.21, -1.06, -0.17, -0.91, -0.32, -0.84, 0.24

=====

4.
ORCA calculation (the ωB97M-V functional and the def2-TZVPD basis) on a cluster of 2 separate species, C4H15N3O in total in a non-equilibrium geometry.

CARTESIAN COORDINATES (ANGSTROEM)
C -0.528 -0.953 0.011
C -0.073 -1.090 -2.550
C 0.276 1.026 -1.399
N 0.264 -0.435 -1.294
N -1.459 -2.000 -0.165
O 0.608 -1.339 0.668
H 1.135 -1.026 -0.375
H -1.033 -0.071 0.431
H -2.271 -1.773 -0.722
H -1.035 -2.874 -0.443
H -1.096 -0.855 -2.871
H 0.610 -0.753 -3.331
H -0.706 1.411 -1.700
H 0.546 1.448 -0.430
H 1.013 1.335 -2.142
H 0.022 -2.170 -2.446
C 0.097 1.635 2.999
N 1.078 1.350 1.954
H 2.008 1.613 2.262
H 1.093 0.351 1.749
H -0.893 1.333 2.650
H 0.280 1.126 3.956
H 0.064 2.711 3.189

## Properties
structure (SMILES) = CN(C)[C@@H](N)O.CN
max |F| = 1.8 eV/A
HOMO = -8.87 eV
HOMO-LUMO gap = 9.7273 eV

Here are the Mulliken charges for atoms 1 to 8, given in e: -0.10, -0.98, -0.91, 0.03, -0.53, -0.82, 0.53, 0.27

=====

5.
ORCA calculation (the ωB97M-V functional and the def2-TZVPD basis) on a cluster of 2 separate species, C4H15N3O in total in a non-equilibrium geometry.

CARTESIAN COORDINATES (ANGSTROEM)
C 0.122 -1.112 -0.203
C -0.623 -1.180 1.159
C -0.035 -0.325 2.276
N 1.111 -1.092 2.727
N 0.205 0.254 -0.603
C 0.769 0.735 -1.922
N 0.656 2.149 -1.878
H 1.099 -1.631 -0.032
H -0.404 -1.776 -0.959
H -1.691 -0.894 0.963
H -0.646 -2.160 1.611
H 0.044 0.745 1.986
H -0.743 -0.283 3.191
H 1.913 -0.649 3.130
H 1.525 -1.451 1.901
H 0.867 0.687 0.071
H 0.233 0.252 -2.781
H 1.834 0.403 -2.086
H -0.299 2.437 -1.764
H 1.075 2.653 -2.673
H -3.047 0.380 -1.402
H -1.567 0.771 -1.130
O -2.400 1.087 -1.582

## Properties
structure (SMILES) = NCCCNCN.O
max |F| = 2.4 eV/A
HOMO = -9.35 eV
HOMO-LUMO gap = 10.2629 eV

Here are the Mulliken charges for atoms 1 to 8, given in e: -0.78, -0.69, -0.43, -0.58, -0.19, -0.50, -0.57, 0.40

=====

6.
ORCA calculation (the ωB97M-V functional and the def2-TZVPD basis) on a cluster of 2 separate species, C4H15N5 in total in a non-equilibrium geometry.

CARTESIAN COORDINATES (ANGSTROEM)
C -0.287 -2.185 0.932
C 1.691 0.991 0.324
N 0.126 -0.784 1.023
C 1.023 -0.324 0.020
N 0.446 -0.346 2.333
N 1.270 -1.081 -0.982
H -0.392 -0.399 2.909
H 1.150 -0.960 2.749
H 1.750 -0.581 -1.726
H 0.526 -2.863 1.200
H -1.132 -2.345 1.605
H -0.573 -2.346 -0.102
H 1.025 1.656 0.864
H 2.570 0.820 0.944
H 1.958 1.487 -0.607
C -1.170 2.030 -1.104
N -1.164 0.641 -0.720
N -1.441 -0.290 -1.757
H -1.356 0.162 0.337
H -2.007 0.130 -2.498
H -0.538 -0.625 -2.105
H -0.370 2.212 -1.837
H -0.986 2.653 -0.228
H -2.119 2.348 -1.573

## Properties
structure (SMILES) = [H]/N=C(\C)N(C)N.CNN
max |F| = 4.7 eV/A
HOMO = -7.68 eV
HOMO-LUMO gap = 8.6279 eV

Here are the Mulliken charges for atoms 1 to 8, given in e: -0.97, -1.43, 0.14, 1.14, -0.79, -0.90, 0.25, 0.22

=====

7.
ORCA calculation (the ωB97M-V functional and the def2-TZVPD basis) on a structure of composition C4H15N5 in a non-equilibrium geometry.

CARTESIAN COORDINATES (ANGSTROEM)
C -0.596 0.180 -0.734
C 1.478 0.506 -0.914
C -0.412 0.067 0.675
C 0.228 -1.107 1.365
N -2.283 -0.077 1.233
N -3.060 1.078 0.940
N -0.898 -0.916 -1.546
N 2.035 -0.778 -1.215
N 2.329 1.268 -0.051
H -2.716 -0.861 0.740
H -1.060 1.109 -1.065
H 1.338 1.062 -1.842
H -0.274 1.018 1.183
H -3.038 1.349 -0.052
H -2.718 1.864 1.486
H -0.437 -1.769 -1.247
H -0.684 -0.780 -2.528
H 2.501 0.800 0.833
H 2.289 -1.278 -0.371
H 2.899 -0.677 -1.750
H 1.919 2.172 0.161
H 1.271 -0.906 1.627
H 0.191 -2.024 0.774
H -0.303 -1.300 2.300

## Properties
max |F| = 5.1 eV/A
HOMO = -6.58 eV
HOMO-LUMO gap = 7.4293 eV

Here are the Mulliken charges for atoms 1 to 8, given in e: -0.23, -0.43, 0.38, -1.46, -0.53, -0.51, -0.54, -0.52

=====

8.
ORCA calculation (the ωB97M-V functional and the def2-TZVPD basis) on a cluster of 3 separate species, C4H15NO2 in total in a non-equilibrium geometry.

CARTESIAN COORDINATES (ANGSTROEM)
C 0.293 -0.537 2.922
C 0.170 0.111 1.536
C -0.693 -0.645 0.545
N -0.461 -0.276 -0.815
C -1.698 -0.437 -1.565
H -0.372 -1.315 3.476
H 1.212 -1.101 2.962
H 0.335 0.268 3.690
H -0.317 1.152 1.660
H 1.338 0.192 1.388
H -0.496 -1.722 0.749
H -1.798 -0.364 0.898
H -0.454 0.737 -0.723
H -1.886 -1.436 -1.661
H -2.693 -0.015 -1.228
H -1.521 0.132 -2.495
H 1.381 -2.395 -2.817
H 0.618 -1.569 -1.821
O 1.549 -1.700 -2.157
H 1.832 2.861 -1.326
H 1.618 4.261 -1.961
O 2.044 3.799 -1.256

## Properties
structure (SMILES) = CCCNC.O.O
max |F| = 3.1 eV/A
HOMO = -9.97 eV
HOMO-LUMO gap = 10.6278 eV

Here are the Mulliken charges for atoms 1 to 8, given in e: -1.23, -0.36, -0.44, -0.31, -1.15, 0.28, 0.36, 0.32

=====

9.
ORCA calculation (the ωB97M-V functional and the def2-TZVPD basis) on a cluster of 3 separate species, C4H15NO2 in total in a non-equilibrium geometry.

CARTESIAN COORDINATES (ANGSTROEM)
C -0.710 0.868 0.578
C -0.087 -0.447 0.119
N 1.350 -0.361 -0.068
C 1.876 -1.616 -0.554
C 2.075 0.015 1.148
H -0.154 1.702 0.150
H -0.713 0.918 1.661
H -1.745 0.865 0.253
H -0.371 -1.291 0.780
H -0.493 -0.715 -0.860
H 1.819 -2.399 0.222
H 1.349 -1.941 -1.450
H 2.940 -1.472 -0.784
H 2.280 -0.865 1.771
H 1.525 0.813 1.630
H 3.046 0.426 0.835
H -5.379 -0.117 1.604
H -4.321 0.919 1.281
O -5.205 0.827 1.649
H 1.883 0.287 -3.514
H 1.739 0.338 -1.978
O 1.327 0.637 -2.807

## Properties
structure (SMILES) = CCN(C)C.O.O
max |F| = 1.2 eV/A
HOMO = -9.03 eV
HOMO-LUMO gap = 9.7706 eV

Here are the Mulliken charges for atoms 1 to 8, given in e: -1.31, -0.37, 0.05, -1.21, -1.09, 0.34, 0.38, 0.30

=====

10.
ORCA calculation (the ωB97M-V functional and the def2-TZVPD basis) on a cluster of 3 separate species, C4H15NO2 in total in a non-equilibrium geometry.

CARTESIAN COORDINATES (ANGSTROEM)
C 0.039 0.804 1.052
C -0.070 -0.516 0.307
N 1.176 -0.881 -0.363
C 1.037 -1.730 -1.518
C 2.367 -1.054 0.444
H 0.107 1.631 0.354
H 0.967 0.848 1.616
H -0.842 1.050 1.640
H -0.204 -1.295 1.069
H -0.894 -0.606 -0.394
H 0.853 -2.765 -1.212
H 0.221 -1.365 -2.126
H 1.968 -1.812 -2.063
H 2.089 -1.276 1.480
H 2.936 -0.114 0.477
H 2.983 -1.821 0.021
H -4.786 2.157 1.579
H -6.084 2.081 2.387
O -5.600 1.650 1.677
H 0.129 2.308 -2.217
H 0.995 1.182 -1.697
O 0.613 1.524 -2.512

## Properties
net charge = +1
max |F| = 1.7 eV/A
HOMO (alpha / beta) = -13.66 / -13.66 eV
HOMO-LUMO gap (alpha / beta) = 10.7131 / 6.1986 eV
spin multiplicity = 2

Here are the Mulliken charges for atoms 1 to 8, given in e: -1.04, -0.43, 0.22, -0.90, -0.93, 0.26, 0.34, 0.37

=====

Q: Among the records above, which one has the highest max |F|?
A: number 7

=====

Q: What is the max |F| in the eighth record?
A: 3.1 eV/A